{
  "formula": "C40H48BGeMoN13OP",
  "method": "ωB97M-V/def2-TZVPD",
  "elements": ["Mo", "C", "C", "N", "N", "C", "B", "N", "C", "C", "C", "N", "N", "C", "C", "C", "N", "H", "H", "H", "H", "H", "H", "H", "H", "H", "H", "C", "N", "C", "C", "O", "N", "C", "N", "H", "H", "H", "H", "H", "H", "H", "C", "N", "C", "N", "C", "N", "C", "P", "C", "C", "H", "H", "H", "H", "H", "H", "H", "H", "H", "H", "H", "H", "H", "C", "Ge", "C", "C", "C", "C", "C", "C", "C", "C", "C", "C", "C", "C", "C", "C", "C", "C", "C", "C", "H", "H", "H", "H", "H", "H", "H", "H", "H", "H", "H", "H", "H", "H", "H", "C", "C", "N", "H", "H", "H"],
  "xyz": [[-0.03183, -0.02101, -0.24267], [-3.58529, 1.97284, 1.17881], [-2.90306, 1.17165, 0.26233], [-1.66030, 0.94355, 0.68206], [-1.52387, 1.58387, 1.85853], [-2.66544, 2.21587, 2.17843], [-0.17408, 1.62466, 2.59371], [0.84148, 2.25605, 1.61758], [1.60888, 3.35297, 1.72238], [2.36069, 3.46412, 0.56704], [1.97548, 2.37175, -0.21244], [1.06031, 1.65158, 0.43653], [0.30646, 0.17437, 2.82620], [0.62182, -0.43398, 3.97746], [1.05267, -1.71563, 3.68688], [0.95821, -1.80443, 2.29830], [0.50985, -0.65561, 1.79387], [-4.59630, 2.33160, 1.11499], [-3.23471, 0.77622, -0.68073], [-2.74927, 2.80270, 3.07602], [-0.23645, 2.23270, 3.61322], [1.56879, 3.97876, 2.59674], [3.08083, 4.22352, 0.32190], [2.31570, 2.05466, -1.18458], [0.51695, 0.07332, 4.92026], [1.38180, -2.46666, 4.38183], [1.20445, -2.63301, 1.65252], [5.28458, -1.70865, -1.35139], [3.86761, -1.90300, -1.09631], [3.06783, -2.45867, -2.17390], [1.71021, -1.90324, -1.85257], [0.65875, -2.21495, -2.42043], [1.80003, -1.02437, -0.82710], [3.08025, -0.99710, -0.44178], [3.56263, -0.18521, 0.51454], [5.70034, -2.66357, -1.66875], [5.80046, -1.38426, -0.45041], [5.45711, -0.97634, -2.14632], [3.09413, -3.55148, -2.16989], [3.41110, -2.11805, -3.15861], [2.85300, 0.13566, 1.16455], [4.40196, -0.51632, 0.96752], [-2.97864, -4.62056, -0.41221], [-1.64278, -4.76181, -1.13326], [-1.87323, -4.60943, -2.65006], [-2.65931, -3.48024, -2.95996], [-3.90326, -3.45717, -2.21147], [-3.63180, -3.42753, -0.78398], [-2.88911, -2.21009, -0.38994], [-1.14775, -1.95209, -1.18522], [-0.69649, -3.72551, -0.64551], [-1.92985, -2.21377, -2.85973], [-2.77510, -4.62973, 0.66010], [-3.58656, -5.48761, -0.68164], [-1.26384, -5.69342, -0.96048], [-2.36046, -5.53195, -2.97491], [-0.88782, -4.50701, -3.10600], [-4.48195, -4.35648, -2.44281], [-4.48049, -2.58149, -2.50394], [-2.79002, -2.20272, 0.69535], [-3.52273, -1.36600, -0.66525], [-0.71053, -3.72263, 0.44779], [0.30485, -3.98749, -0.98145], [-1.18970, -2.16063, -3.65418], [-2.64265, -1.40652, -3.00983], [-0.43033, 0.58109, -1.94471], [-0.58228, 1.45354, -3.65073], [-0.89774, 3.38364, -3.41144], [-1.99087, 3.99556, -4.01803], [-2.17290, 5.36799, -3.93021], [-1.25496, 6.14503, -3.24056], [-0.16674, 5.54438, -2.62392], [0.00703, 4.17146, -2.70357], [1.08271, 1.18983, -4.67465], [1.58767, -0.09493, -4.86699], [2.72567, -0.29674, -5.63514], [3.37371, 0.78432, -6.21671], [2.88843, 2.06782, -6.01654], [1.74879, 2.26822, -5.24934], [-2.11076, 0.71039, -4.65181], [-1.94939, 0.03348, -5.85544], [-3.03658, -0.55953, -6.48330], [-4.29754, -0.48099, -5.91191], [-4.47276, 0.19929, -4.71389], [-3.38461, 0.78924, -4.08935], [-2.69655, 3.39052, -4.57439], [-3.02602, 5.83067, -4.40891], [-1.38422, 7.21780, -3.18750], [0.55101, 6.15157, -2.08724], [0.85852, 3.70327, -2.22310], [1.07754, -0.93679, -4.41240], [3.10287, -1.30089, -5.79306], [4.25320, 0.62464, -6.82668], [3.39323, 2.91322, -6.46553], [1.36378, 3.27039, -5.10020], [-0.96299, -0.02054, -6.30209], [-2.89920, -1.08258, -7.42077], [-5.14437, -0.94379, -6.40121], [-5.45855, 0.26718, -4.27027], [-3.51694, 1.32669, -3.15490], [-4.25441, -2.07958, 4.10959], [-3.09442, -1.66210, 3.35054], [-2.17745, -1.34909, 2.73382], [-5.13483, -2.07828, 3.46813], [-4.41942, -1.39640, 4.94142], [-4.09418, -3.08477, 4.49778]],
  "atomic_forces_ev_per_a": [[-1.1942, 0.0738, -5.1959], [-0.0228, 0.0360, 0.0442], [0.0635, 0.1094, 0.2527], [-0.9746, 0.2553, 0.4436], [-0.0884, 0.2015, 0.2286], [-0.1716, -0.0735, -0.0929], [-0.0793, -0.0884, -0.5744], [0.1903, 0.3054, 0.1864], [0.0285, -0.0591, -0.0834], [0.0154, 0.0273, -0.0678], [0.0033, 0.1171, 0.3278], [0.6275, 0.9352, 0.0970], [0.1746, -0.0878, 0.5109], [-0.0351, -0.0723, -0.1361], [0.0304, -0.0653, 0.0248], [0.0513, 0.0865, 0.2765], [0.3940, -0.5158, 0.9229], [-0.0278, 0.0421, -0.0035], [0.0501, 0.0019, -0.0484], [0.0639, -0.0252, 0.0722], [-0.0315, 0.0521, 0.1560], [-0.0104, -0.0201, 0.0601], [-0.0003, 0.0519, 0.0056], [-0.0540, 0.0218, -0.0390], [-0.0044, 0.0640, 0.0145], [0.0069, -0.0364, 0.0154], [-0.0396, 0.0215, -0.0589], [0.1336, -0.0152, 0.0765], [-0.0577, 0.6081, -0.1306], [0.1705, -0.1420, -0.0367], [-0.5874, -0.3515, -0.8414], [2.1730, -0.3693, -0.3251], [0.2648, -0.0728, 0.2649], [0.4101, -0.4831, -0.1228], [-0.2449, -0.7933, 0.0409], [0.0801, 0.0366, 0.0991], [0.0421, -0.0542, -0.0260], [-0.0576, 0.0256, 0.0672], [-0.1269, 0.0713, 0.0213], [-0.0737, 0.0909, 0.0960], [-0.0409, 0.3104, -0.1716], [0.0827, 0.1888, -0.0549], [-0.3965, -0.0093, 0.2358], [0.0822, -0.0942, -0.0775], [-0.0633, -0.0897, -0.1954], [-0.0506, 0.0649, -0.1971], [0.0394, -0.1113, 0.0618], [-0.3053, -0.0975, 0.0224], [0.2716, -0.0046, -0.0848], [-2.2740, 0.0526, 1.6075], [0.3067, 0.5175, -0.1178], [0.5865, -0.0182, 0.0093], [0.1477, -0.0587, -0.0606], [0.1099, -0.0206, -0.0427], [-0.0477, 0.0104, 0.0206], [0.0090, 0.0047, 0.0784], [0.0052, -0.1407, 0.0504], [-0.0041, 0.0342, -0.0202], [0.0412, 0.0144, 0.0204], [0.0245, 0.0503, -0.0480], [0.0735, 0.0606, 0.0701], [-0.0779, -0.0281, -0.0350], [-0.0662, -0.1328, -0.0371], [-0.0554, 0.0386, -0.0500], [0.0473, 0.1081, 0.0170], [0.8296, -0.4265, 2.2905], [-0.1955, 0.1131, -0.0403], [0.0713, -0.3935, -0.1532], [0.0457, -0.0619, -0.0166], [-0.0423, 0.0486, -0.0041], [-0.0326, 0.0048, -0.0050], [0.0739, 0.0446, 0.0592], [0.0058, -0.0783, -0.0344], [-0.3706, 0.0998, 0.1395], [0.0157, 0.0523, 0.0166], [0.0246, -0.1097, 0.0396], [0.0548, 0.0233, 0.0063], [0.0551, 0.0323, -0.0168], [-0.0599, -0.0334, -0.0036], [0.3094, 0.1154, 0.1552], [0.0313, 0.0863, 0.0612], [-0.0031, -0.0652, -0.0686], [0.0049, -0.0521, -0.0126], [-0.0738, -0.0142, 0.0618], [0.0513, 0.0414, -0.0052], [-0.0435, 0.0713, -0.0382], [-0.0099, 0.0195, -0.0109], [-0.0093, 0.0187, 0.0190], [0.0100, -0.0006, 0.0310], [-0.0044, 0.0831, 0.0253], [0.0083, -0.0484, -0.0638], [-0.0004, -0.0147, -0.0395], [0.0163, 0.0065, -0.0047], [0.0103, 0.0114, -0.0117], [0.0315, 0.0290, -0.0460], [-0.0181, -0.0593, -0.0701], [-0.0089, -0.0080, -0.0242], [-0.0158, -0.0006, -0.0142], [-0.0182, 0.0307, -0.0046], [-0.0702, -0.0216, 0.0167], [-0.2435, -0.0574, 0.1683], [0.2957, 0.1173, -0.2134], [-0.2029, -0.1679, 0.2400], [0.0025, 0.0025, 0.0276], [-0.0198, -0.0300, -0.0054], [-0.0424, 0.0315, 0.0257]],
  "mulliken_charge": [-2.537, -1.754, -0.144, 1.215, 0.224, -0.367, -0.347, -0.008, -0.207, -1.521, -0.944, 0.943, -0.189, -0.392, -1.388, -1.021, 1.589, 0.497, 0.116, 0.478, -0.101, 0.493, 0.508, 0.881, 0.462, 0.488, 0.502, -1.060, -0.001, -0.173, -1.067, -0.393, 1.110, -0.249, -0.262, 0.365, 0.340, 0.356, 0.235, 0.169, 0.002, 0.303, -0.787, 0.314, -0.934, 0.359, -1.019, 0.272, -1.681, 4.313, -1.929, -0.943, 0.385, 0.387, 0.381, 0.313, 0.421, 0.308, 0.376, 0.067, 0.513, 0.347, 0.653, 0.209, -0.022, 1.654, 1.987, 0.045, -0.490, -0.682, -0.521, -0.831, 0.084, -0.069, 0.222, -0.978, -0.695, -0.666, -0.749, -0.393, -0.289, -0.626, -0.692, -0.663, -0.370, 0.285, 0.420, 0.386, 0.438, 0.312, 0.428, 0.506, 0.402, 0.437, 0.414, 0.396, 0.453, 0.409, 0.462, 0.501, -1.305, 0.576, -0.226, 0.314, 0.346, 0.316],
  "lumo_ev": -2.269,
  "charge": 1,
  "energy_ev": -132010.2229
}